[1]
Molecular formula: C12H18CuF9O5P
Method: DFT, ωB97M-V/def2-TZVPD

As for the energy above the lowest of the compared OMol25 structures with the same formula, charge and spin: 0.0000 eV. The calculation puts the HOMO-LUMO gap at 8.4 eV. The value obtained for the maximum force is 0.5 eV/A. As for the total charge: -1. As for the spin multiplicity: 1.

Cartesian coordinates (Å):
Cu1 -0.26798 0.90384 0.25969
F1 -2.59701 -0.34201 4.86135
C1 -1.49320 -0.28146 4.08734
F2 -0.79769 -1.40641 4.30800
F3 -0.75483 0.73429 4.53882
C2 -1.80445 -0.11355 2.56262
O1 -0.65748 0.13785 1.93251
C3 -2.44207 -1.43805 2.02878
F4 -3.46318 -1.89343 2.78749
F5 -1.53560 -2.41361 1.96554
F6 -2.92482 -1.26738 0.78802
C4 -2.83454 1.05035 2.39264
F7 -2.39329 2.16390 2.99692
F8 -3.01127 1.35650 1.10152
F9 -4.05156 0.77526 2.90151
C5 4.42107 1.75262 -2.49529
C6 4.05182 1.68794 -1.01973
C7 4.47475 2.95783 -0.29388
C8 4.66980 0.46723 -0.35651
O2 2.62534 1.46099 -0.90953
P1 1.49199 2.57345 -1.13640
O3 1.87303 3.58931 -2.14654
O4 0.21225 1.77790 -1.35050
O5 1.44066 3.20335 0.34948
C9 0.74088 4.42516 0.69455
C10 1.62285 5.60695 0.32209
C11 0.54441 4.32347 2.19834
C12 -0.60608 4.49865 -0.01051
H1 5.50141 1.87875 -2.60449
H2 3.90805 2.58501 -2.97239
H3 4.12706 0.82641 -2.99138
H4 5.56425 3.04106 -0.32996
H5 4.15846 2.92729 0.74848
H6 4.04198 3.83790 -0.76574
H7 5.75954 0.51732 -0.40946
H8 4.33405 -0.44024 -0.85827
H9 4.36939 0.41272 0.68970
H10 2.57862 5.53698 0.84421
H11 1.13759 6.54157 0.61559
H12 1.80574 5.61415 -0.75088
H13 1.50719 4.31842 2.71122
H14 0.01833 3.40073 2.44456
H15 -0.04004 5.17048 2.56404
H16 -0.48545 4.54844 -1.09223
H17 -1.13219 5.39658 0.32276
H18 -1.21910 3.62935 0.23052

Forces on atoms 1 to 3 (eV/Å):
-0.200 -0.148 0.099
0.032 0.007 -0.001
-0.031 -0.014 0.034

=====

[2]
Molecular formula: C3H5I
Method: DFT, ωB97M-V/def2-TZVPD

As for the energy above the lowest of the compared OMol25 structures with the same formula, charge and spin: 1.1104 eV. The calculation puts the HOMO-LUMO gap (spin up / spin down) at 8.1 / 7.6 eV. The expectation value of S² is 2.02. The value obtained for the maximum force is 4.0 eV/A. As for the spin multiplicity: 3.

Cartesian coordinates (Å):
C1 -0.21389 1.70404 -0.62228
C2 -0.60640 0.53758 -0.12299
C3 0.76638 -1.51510 0.52509
I1 -2.45865 -0.07149 0.43487
H1 -0.85872 2.51729 -0.92109
H2 0.81260 1.83218 -0.81437
H3 1.61897 -0.89129 0.42453
H4 0.49642 -1.90909 1.46402
H5 0.44330 -2.20413 -0.36779

Forces on atoms 1 to 3 (eV/Å):
-0.869 -1.463 0.435
-0.629 2.605 -0.810
-0.298 -3.251 -2.260

=====

[3]
Molecular formula: C4H6N2O
Method: DFT, ωB97M-V/def2-TZVPD

As for the energy above the lowest of the compared OMol25 structures with the same formula, charge and spin: 0.8949 eV. The calculation puts the HOMO-LUMO gap at 9.1 eV. The value obtained for the maximum force is 2.6 eV/A. Its SMILES is Cc1c[nH]c(=O)[nH]1. As for the spin multiplicity: 1.

Cartesian coordinates (Å):
C1 1.95121 0.47608 0.14277
C2 0.49292 0.11131 0.04859
C3 -0.00873 -1.10956 -0.22612
N1 -1.37799 -0.98482 -0.42914
C4 -1.76544 0.30705 -0.22690
O1 -2.90261 0.73424 -0.15386
N2 -0.62743 1.04930 0.07983
H1 2.03333 1.53252 0.38923
H2 2.51400 0.31039 -0.79070
H3 2.45642 -0.10628 0.92479
H4 0.46089 -2.08858 -0.26708
H5 -2.08096 -1.69713 -0.39917
H6 -1.14561 1.46549 0.90776

Forces on atoms 1 to 3 (eV/Å):
-0.135 0.200 0.193
-0.237 -0.295 0.604
-0.001 0.246 0.215

=====

[4]
Molecular formula: C5H15N2O
Method: DFT, ωB97M-V/def2-TZVPD

As for the energy above the lowest of the compared OMol25 structures with the same formula, charge and spin: 2.5851 eV. The calculation puts the HOMO-LUMO gap at 8.4 eV. The value obtained for the maximum force is 2.8 eV/A. As for the total charge: +1. As for the spin multiplicity: 1.

Cartesian coordinates (Å):
C1 -1.38671 -0.40918 -0.33403
C2 -0.55337 0.86506 -0.56563
C3 1.01549 0.76157 -0.36867
C4 1.47094 -0.65333 -0.42403
C5 2.31729 -1.19786 0.42857
N1 1.16235 -1.44422 -1.64909
N2 -0.89573 1.97559 0.30428
H1 -0.97532 -1.07092 0.42727
H2 -1.62610 -0.91944 -1.27743
H3 -2.36648 -0.10615 -0.00493
H4 -0.79461 1.26572 -1.55334
H5 1.41937 1.46438 -1.09272
H6 1.18689 1.08599 0.65135
H7 2.63276 -2.24023 0.42688
H8 2.66484 -0.75018 1.34946
H9 0.16815 -1.68915 -1.57394
H10 1.75568 -2.26858 -1.70842
H11 1.26313 -0.88256 -2.49638
H12 -1.85554 2.27157 0.20005
H13 -0.67958 1.94606 1.29504
H14 -1.63948 0.05954 2.90368
H15 -2.62729 0.98247 2.54809
O1 -1.65667 0.95385 2.51393

Forces on atoms 1 to 3 (eV/Å):
0.113 0.192 -0.390
0.183 1.062 1.100
-2.275 -0.792 -0.411

=====

[5]
Molecular formula: C45H52B2O4PS
Method: DFT, ωB97M-V/def2-TZVPD

The calculation puts the HOMO-LUMO gap at 7.2 eV. The value obtained for the maximum force is 1.6 eV/A. As for the total charge: -1. As for the spin multiplicity: 1.

Cartesian coordinates (Å):
O1 -1.62293 5.21785 -3.22985
B1 -1.12418 4.21234 -2.38434
O2 -1.41326 4.35446 -1.01122
C1 -0.28384 3.01867 -3.05432
C2 0.83830 2.42170 -2.16086
O3 0.80376 1.05172 -1.88158
B2 2.08504 0.91691 -1.13319
O4 3.05324 1.45784 -2.14718
C3 2.37359 2.60161 -2.58675
P1 2.82522 2.79158 -4.38489
S1 4.50104 3.82550 -4.59057
H1 -1.14266 5.17527 -4.04748
H2 -0.67119 4.82621 -0.64754
H3 -1.02050 2.24017 -3.31504
H4 0.14089 3.39091 -3.99748
H5 0.68408 2.87226 -1.16425
H6 2.30932 -0.14330 -0.61623
H7 2.21152 1.71979 -0.20745
H8 2.71347 3.54743 -2.13074
H9 3.03507 1.53501 -5.01458
H10 1.83200 3.45684 -5.15008
C4 1.08998 4.16604 3.56037
C5 2.30927 4.49254 4.13995
C6 3.38397 4.85691 3.33890
C7 3.23553 4.90665 1.95853
C8 2.01439 4.58618 1.38073
C9 0.94518 4.20840 2.17972
H11 0.25344 3.87506 4.18392
H12 2.42327 4.46028 5.21579
H13 4.33724 5.10354 3.79034
H14 4.07052 5.19644 1.33362
H15 1.89438 4.62388 0.30523
H16 -0.00247 3.94981 1.72263
C10 -0.89227 -2.43614 0.39065
C11 -0.11122 -2.07019 -0.69854
C12 0.51804 -3.04772 -1.45780
C13 0.35683 -4.38941 -1.13606
C14 -0.42756 -4.75604 -0.04920
C15 -1.04880 -3.77865 0.71753
H17 -1.37967 -1.67377 0.98544
H18 0.01080 -1.02448 -0.95796
H19 1.13289 -2.76245 -2.30201
H20 0.84561 -5.14942 -1.73437
H21 -0.55371 -5.80309 0.20036
H22 -1.65631 -4.06252 1.56864
C16 1.57635 -6.07088 -4.71162
C17 1.27057 -7.22444 -4.00076
C18 1.91421 -8.41842 -4.29990
C19 2.87182 -8.45699 -5.30570
C20 3.18073 -7.30280 -6.01449
C21 2.53061 -6.11077 -5.72029
H23 1.07112 -5.14099 -4.47936
H24 0.52828 -7.19201 -3.21294
H25 1.67071 -9.31825 -3.74894
H26 3.37753 -9.38636 -5.53642
H27 3.92866 -7.33240 -6.79702
H28 2.76822 -5.21250 -6.27583
C22 -2.28472 -2.22285 -6.21460
C23 -0.90092 -2.34804 -6.21404
C24 -0.15041 -1.76631 -5.19876
C25 -0.78344 -1.06652 -4.17851
C26 -2.16681 -0.94442 -4.17812
C27 -2.91732 -1.51862 -5.19742
H29 -2.87041 -2.67368 -7.00675
H30 -0.40711 -2.89904 -7.00570
H31 0.92906 -1.85835 -5.20086
H32 -0.19744 -0.61502 -3.38418
H33 -2.65982 -0.40075 -3.38147
H34 -3.99628 -1.41913 -5.19878
C28 3.06222 2.56576 8.78808
C29 4.29764 2.22529 9.32366
C30 5.41994 2.98529 9.01986
C31 5.30461 4.09121 8.18701
C32 4.06815 4.43345 7.65472
C33 2.94775 3.66855 7.95229
H35 2.18801 1.97257 9.02119
H36 4.38616 1.36642 9.97722
H37 6.38437 2.71605 9.43181
H38 6.17846 4.68595 7.95291
H39 3.97805 5.29650 7.00658
H40 1.98422 3.93173 7.53363
C34 -0.70492 2.10401 9.05184
C35 -1.56607 3.14660 8.73505
C36 -2.20278 3.85364 9.74694
C37 -1.97146 3.52335 11.07638
C38 -1.10767 2.48277 11.39316
C39 -0.47724 1.77057 10.38113
H41 -0.21100 1.55129 8.26215
H42 -1.74124 3.40782 7.69906
H43 -2.87849 4.66249 9.49968
H44 -2.46432 4.07744 11.86526
H45 -0.92603 2.22662 12.42940
H46 0.19260 0.95631 10.62819
C40 -8.14408 -3.32316 -7.24287
C41 -7.97203 -2.22245 -6.41335
C42 -7.10670 -2.29755 -5.32929
C43 -6.40646 -3.47116 -5.07963
C44 -6.57580 -4.57065 -5.91123
C45 -7.44739 -4.49836 -6.99050
H47 -8.82067 -3.26533 -8.08630
H48 -8.51275 -1.30554 -6.61159
H49 -6.97684 -1.44134 -4.67940
H50 -5.72796 -3.52782 -4.23786
H51 -6.02806 -5.48421 -5.71768
H52 -7.58272 -5.35720 -7.63584

Forces on atoms 1 to 3 (eV/Å):
0.265 -0.613 1.422
-0.272 0.443 -0.379
-0.100 -0.443 -1.413

=====

[6]
Molecular formula: C19H43AuO2P3S
Method: DFT, ωB97M-V/def2-TZVPD

As for the energy above the lowest of the compared OMol25 structures with the same formula, charge and spin: 0.9730 eV. The calculation puts the HOMO-LUMO gap (spin up / spin down) at 6.6 / 3.9 eV. The expectation value of S² is 2.04. The value obtained for the maximum force is 3.4 eV/A. As for the total charge: +3. As for the spin multiplicity: 3.

Cartesian coordinates (Å):
Au1 0.62073 0.56681 -0.78558
P1 1.82229 0.89530 1.35222
P2 -1.14281 2.39864 -0.73221
P3 2.58656 -0.51480 -1.86130
H1 -1.75641 -2.95194 1.85201
C1 -0.78387 -3.45338 1.86212
C2 0.23465 -3.07930 2.63410
H2 0.09538 -2.33667 3.43485
C3 0.66391 0.81882 2.77691
C4 2.74603 2.46357 1.65177
C5 3.04573 -0.38313 1.87291
C6 -2.68950 1.51212 -0.61057
C7 -0.93338 3.39054 0.77622
C8 -1.01667 3.51313 -2.16182
C9 2.74195 -2.22122 -1.20916
C10 4.23981 0.26287 -1.69031
C11 2.34231 -0.69097 -3.66704
H3 -0.68075 -4.19926 1.06654
H4 1.23111 -3.53175 2.49410
H5 0.16836 -0.16671 2.76992
H6 -0.11206 1.59122 2.68327
H7 1.20975 0.96324 3.72984
H8 2.11819 3.33243 1.40533
H9 3.64213 2.47754 1.01114
H10 3.05923 2.53229 2.71020
H11 2.54931 -1.36840 1.85622
H12 3.39143 -0.15577 2.90169
H13 3.91004 -0.38395 1.18776
H14 -3.48651 2.18012 -0.95390
H15 -2.86639 1.17599 0.42647
H16 -2.64168 0.62982 -1.26158
H17 -1.47013 4.33088 0.56884
H18 0.12984 3.61065 0.98738
H19 -1.41081 2.89344 1.63888
H20 -1.88446 4.18421 -2.16104
H21 -1.00733 2.87216 -3.05457
H22 -0.02413 3.99715 -2.12092
H23 3.11255 -2.87964 -2.01414
H24 1.73508 -2.53942 -0.89074
H25 3.43156 -2.22105 -0.34741
H26 5.01374 -0.41542 -2.09093
H27 4.45357 0.49140 -0.63454
H28 4.24207 1.20308 -2.26571
H29 3.22243 -1.17213 -4.13044
H30 2.19653 0.31423 -4.09462
H31 1.43442 -1.28717 -3.85038
C12 -1.00585 -1.40501 -2.44530
C13 -1.39902 -0.45983 -3.43379
C14 -1.84620 -0.92428 -4.68535
C15 -1.90014 -2.28518 -4.95385
C16 -1.49270 -3.25010 -3.99882
C17 -1.07256 -2.79526 -2.75101
O1 -0.36919 -1.23681 -1.27971
H32 0.24999 1.83834 -1.82829
H33 -1.35481 0.60095 -3.26416
H34 -2.20064 -0.18490 -5.42993
H35 -2.28688 -2.57703 -5.92116
H36 -1.53609 -4.32143 -4.19901
H37 -0.70587 -3.49722 -1.99892
C18 -3.77792 1.29690 4.71711
S1 -3.44971 0.12189 3.38416
C19 -2.44927 -1.06436 4.29897
O2 -2.52771 0.82032 2.41482
H38 -2.86849 1.87014 4.93146
H39 -4.12306 0.74764 5.59840
H40 -4.57523 1.95811 4.35893
H41 -2.34090 -1.96735 3.68662
H42 -1.46679 -0.62682 4.51489
H43 -2.98477 -1.30829 5.22214

Forces on atoms 1 to 3 (eV/Å):
1.228 1.117 0.578
0.863 0.254 1.957
0.633 0.270 0.323